No. 1
# C20H19Cl5N4NaO3S2

A molecular structure, C20H19Cl5N4NaO3S2 (ωB97M-V with the def2-TZVPD basis set, OMol25).

Structure (XYZ):
```
54
Properties=species:S:1:pos:R:3:forces:R:3
Na -0.979 1.175 -0.156 -0.0399 -0.0082 -0.0195
Cl 4.910 5.218 -2.014 -0.0071 -0.0080 0.0063
C 3.610 4.463 -1.157 0.0077 0.0054 -0.0122
C 3.520 3.077 -1.075 0.0209 0.0041 -0.0068
Cl 4.726 2.101 -1.853 -0.0076 0.0016 0.0013
C 2.482 2.474 -0.391 -0.0296 -0.0090 0.0296
Cl 2.365 0.748 -0.281 0.0213 0.0283 -0.0099
C 1.436 3.213 0.235 0.0216 -0.0175 -0.0298
O 0.455 2.658 0.815 0.0400 0.0025 0.0129
C 1.581 4.628 0.148 -0.0168 -0.0006 -0.0019
Cl 0.356 5.572 0.912 -0.0022 -0.0001 -0.0002
C 2.628 5.230 -0.529 -0.0006 -0.0071 0.0051
Cl 2.725 6.954 -0.605 0.0007 -0.0006 -0.0004
C -5.018 -0.512 0.345 0.0188 0.0185 0.0365
C -3.551 -0.637 -0.022 -0.0034 0.0134 -0.0432
O -3.035 0.294 -0.623 -0.0126 -0.0551 0.0155
C -2.835 -1.874 0.344 -0.0272 -0.0046 0.0049
C -3.562 -2.935 0.908 -0.0138 -0.0014 0.0071
C -2.993 -4.147 1.233 0.0145 -0.0019 -0.0027
C -1.631 -4.332 0.963 -0.0171 -0.0074 0.0086
C -0.882 -3.319 0.424 0.0184 0.0069 -0.0103
C -1.424 -2.029 0.127 -0.0042 0.0077 -0.0292
O -0.642 -1.099 -0.275 0.0047 0.0452 0.0290
H -5.356 0.468 0.019 -0.0034 0.0029 0.0038
H -5.132 -0.596 1.427 -0.0268 0.0059 -0.0043
H -5.626 -1.283 -0.130 0.0194 -0.0105 -0.0096
H -4.618 -2.798 1.100 0.0070 0.0002 -0.0016
H -3.589 -4.938 1.668 -0.0011 -0.0005 0.0022
H -1.162 -5.285 1.186 0.0011 -0.0010 -0.0038
H 0.174 -3.455 0.218 -0.0045 -0.0104 0.0040
S -2.572 0.869 2.785 0.0067 0.0147 -0.0162
C -1.062 0.180 2.972 -0.0005 -0.0185 -0.0087
N -0.820 -1.142 3.224 0.0058 -0.0366 -0.0035
C 0.575 -1.451 2.904 0.0000 0.0112 0.0093
C 1.235 -0.082 3.093 0.0118 -0.0144 -0.0263
N 0.112 0.821 2.904 -0.0190 -0.0059 0.0491
H -1.549 -1.780 2.942 -0.0065 0.0138 0.0129
H 0.665 -1.787 1.869 0.0041 0.0061 0.0039
H 0.980 -2.208 3.574 0.0000 -0.0042 0.0017
H 2.017 0.112 2.362 0.0082 -0.0004 0.0137
H 1.649 0.029 4.100 -0.0042 0.0014 0.0024
H 0.199 1.725 2.447 0.0107 0.0228 -0.0138
S -0.194 1.976 -2.866 0.0174 0.0000 -0.0089
C 0.759 0.626 -3.138 -0.0139 0.0263 -0.0017
N 1.929 0.644 -3.838 -0.0079 0.0042 -0.0078
C 2.705 -0.566 -3.593 0.0076 0.0023 0.0046
C 1.650 -1.506 -2.975 0.0077 -0.0087 -0.0028
N 0.523 -0.622 -2.725 -0.0057 -0.0145 0.0044
H 2.379 1.539 -3.936 0.0002 -0.0014 0.0020
H 3.524 -0.368 -2.898 0.0044 0.0009 0.0003
H 3.116 -0.966 -4.519 0.0004 -0.0028 0.0011
H 1.994 -1.958 -2.043 0.0018 -0.0011 -0.0023
H 1.370 -2.307 -3.662 0.0006 0.0013 0.0000
H -0.118 -0.812 -1.946 -0.0076 0.0049 0.0052
```
Positions in Å, forces in eV/Å.

charge = -1
electronic energy = -4478.1749 Ha
E_LUMO = 2.176 eV
relative energy (zero: lowest compared OMol25 entry of this formula, charge and spin) = 0.000 eV

Here are the natural (NBO) charges for atoms 1 to 2, given in e: atom 1 (Na): 0.89, atom 2 (Cl): 0.01


No. 2
# C20H19F2

2 unconnected molecules or ions with the total composition C20H19F2 (ωB97M-V with the def2-TZVPD basis set, OMol25).

Structure (XYZ):
```
41
Properties=species:S:1:pos:R:3:forces:R:3
F 3.742 0.487 1.648 -1.0676 0.7859 -1.2778
C 2.955 1.156 0.729 0.2390 -0.6850 0.5746
C 3.562 2.017 -0.182 -0.1775 -0.1601 -0.2670
C 2.764 2.545 -1.211 0.2229 0.0617 0.1368
C 1.384 2.418 -1.167 -0.1450 0.1993 0.1192
C 0.753 1.794 -0.062 1.0051 -0.0577 -0.3165
C -0.625 2.108 0.204 -0.2102 -2.1507 -1.2071
C -1.286 1.452 1.315 -0.8612 0.3568 0.6946
C -2.616 0.997 1.123 0.1113 0.0294 -0.0839
C -3.275 0.269 2.113 -0.0167 0.2296 -0.1374
C -2.659 0.029 3.344 0.2246 -0.1302 -0.1344
C -1.357 0.479 3.525 0.9533 -0.3057 0.6323
F -0.673 0.119 4.671 -0.9812 0.6330 -1.3101
C -0.663 1.204 2.563 -0.3543 -0.3034 -0.1193
C 1.581 0.947 0.742 0.1846 0.6147 0.5245
H 4.638 2.195 -0.125 -0.3476 -0.1092 -0.1068
H 3.233 3.104 -2.021 -0.1121 -0.1926 0.2236
H 0.749 2.811 -1.965 0.3063 0.1917 0.3443
H -1.234 2.359 -0.679 0.3321 -0.1840 0.6641
H -3.098 1.173 0.154 0.1290 -0.0408 0.4593
H -4.283 -0.112 1.927 0.4029 0.1712 0.0901
H -3.143 -0.547 4.133 0.1081 0.1944 -0.2197
H 0.365 1.490 2.753 -0.2818 0.2132 0.1999
H 1.174 0.181 1.403 0.1451 0.4028 -0.1431
C -0.969 5.673 -1.959 0.2769 0.7038 0.2064
C -0.151 5.402 -0.697 0.3235 -0.7921 -0.5511
C -0.785 4.497 0.311 -0.2468 1.0745 1.5373
C -2.086 4.584 0.739 1.5089 -0.8976 -0.2181
C -3.166 5.289 0.129 -1.3539 0.4889 -0.3037
C -3.168 6.232 -0.845 -0.1879 -0.0537 0.6419
C -2.011 6.746 -1.622 0.0677 0.0788 -0.6533
H -0.282 6.098 -2.703 -0.2213 -0.2094 0.0082
H -1.428 4.765 -2.379 0.1142 0.2770 0.1564
H 0.810 4.952 -0.961 0.0779 0.1446 -0.0594
H 0.087 6.367 -0.217 0.0024 -0.4265 -0.0024
H -0.042 4.076 1.000 -0.4317 0.1416 0.1349
H -2.338 3.996 1.625 -0.0529 0.0977 -0.2771
H -4.145 5.034 0.555 0.3576 0.3014 -0.1147
H -4.116 6.732 -1.062 0.1469 -0.3930 0.0834
H -1.503 7.541 -1.047 -0.2910 -0.1196 -0.2291
H -2.387 7.229 -2.539 0.1003 -0.1803 0.3004
```
Positions in Å, forces in eV/Å.

charge = +1
electronic energy = -972.8886 Ha
E_LUMO = -5.802 eV
relative energy (zero: lowest compared OMol25 entry of this formula, charge and spin) = 1.076 eV

Here are the natural (NBO) charges for atoms 1 to 2, given in e: atom 1 (F): -0.31, atom 2 (C): 0.38


Strongest force on any atom readings, ordered: 0.06; 2.48 eV Å⁻¹
HOMO-LUMO gap readings, ordered: 7.3; 5.9 eV